Run one
C6H14N2 | ωB97M-V/def2-TZVPD

Atoms and positions in Å:
C -2.0429 0.7564 -0.4169
C -0.9352 0.7038 0.5197
C -0.4190 1.8663 1.0929
N 0.5951 1.9085 2.0997
C -0.3143 -0.6755 0.8962
C 0.9774 -0.5690 0.0313
C 0.5438 -1.2606 -1.4043
N 1.6832 -2.0990 -1.6083
H -1.5768 0.4153 -1.3866
H -2.2140 1.8549 -0.6676
H -2.9422 0.3625 -0.0211
H -0.8424 2.8209 0.7769
H 0.8870 1.0891 2.5934
H 0.8490 2.7651 2.4428
H 0.0451 -0.7770 1.9849
H -1.0611 -1.5470 0.6856
H 1.2344 0.4514 -0.1837
H 1.9803 -1.0226 0.2464
H -0.5561 -1.6403 -1.3724
H 0.2488 -0.5261 -2.1224
H 2.1879 -1.6822 -2.4259
H 1.6723 -3.1949 -1.7605

The LUMO energy is 1.09 eV. Its SMILES is C/C(=C/N)CCCN. The spin multiplicity is 1. The value obtained for the HOMO-LUMO gap is 8.31 eV. The value obtained for the HOMO energy is -7.22 eV.

Results of the natural (NBO) charge analysis, in e, for atoms 1 through 8: number 1, C, carries -0.635; number 2, C, carries -0.078; number 3, C, carries -0.023; number 4, N, carries -0.843; number 5, C, carries -0.446; number 6, C, carries -0.414; number 7, C, carries -0.236; number 8, N, carries -0.884


Run two
C6H14N2 | ωB97M-V/def2-TZVPD

Atoms and positions in Å:
C -1.9209 0.2577 -1.0180
C -1.0468 -0.2859 -0.2307
C -1.2182 -1.5414 0.5611
C 0.2915 0.4430 0.1258
C -0.0705 1.3589 1.2627
C 0.8903 1.1687 -1.0839
N 1.3272 -0.5150 0.6052
N 1.8349 -1.6152 -0.1020
H -1.7360 1.0101 -1.7419
H -2.9161 -0.1184 -1.0518
H -2.2074 -1.7014 1.0939
H -0.4499 -1.4778 1.3078
H -1.1291 -2.5014 0.1261
H -0.5933 0.7470 2.0480
H -0.6162 2.1859 0.9393
H 0.7267 1.8892 1.7108
H 2.0724 1.3832 -0.9742
H 0.4794 2.0734 -1.3422
H 0.9643 0.6457 -1.9818
H 2.1368 0.0260 0.9977
H 2.2429 -1.2811 -0.9663
H 0.9380 -2.1512 -0.2854

The LUMO energy is 0.93 eV. Its SMILES is C=C(C)C(C)(C)NN. The spin multiplicity is 1. The value obtained for the HOMO-LUMO gap is 9.21 eV. The value obtained for the HOMO energy is -8.28 eV.

Results of the natural (NBO) charge analysis, in e, for atoms 1 through 8: number 1, C, carries -0.407; number 2, C, carries 0.036; number 3, C, carries -0.702; number 4, C, carries 0.055; number 5, C, carries -0.603; number 6, C, carries -0.621; number 7, N, carries -0.504; number 8, N, carries -0.634


Which one sits at the bottom of the stability order? run one does.


Run one
C6H14N2 | ωB97M-V/def2-TZVPD

Atoms and positions in Å:
C 0.4892 -1.3809 -1.4204
C 1.5835 -1.9596 -0.5806
N 0.5557 -0.1411 -1.7897
C -1.1527 -1.4119 0.4015
C -2.2408 -1.9425 0.5127
H -0.1509 -2.1057 -1.9234
H 0.3287 0.8100 -0.5067
H -0.1127 0.0822 -2.5230
H 2.3556 -2.3687 -1.2380
H 2.0359 -1.1994 0.0532
H 1.1958 -2.7513 0.0556
H -3.1489 -2.4621 0.6858
C 0.8990 1.5199 1.4336
C -1.1387 2.1439 0.2231
N -0.1225 1.1166 0.4669
H -0.6585 -0.0010 0.6148
H 1.4246 2.4212 1.1048
H -1.8775 1.7406 -0.4673
H 1.6300 0.7202 1.5386
H 0.4417 1.7206 2.4046
H -1.6428 2.4010 1.1566
H -0.6936 3.0480 -0.2027

The LUMO energy is 0.89 eV. The spin multiplicity is 1. The value obtained for the HOMO-LUMO gap is 9.55 eV. The value obtained for the HOMO energy is -8.66 eV.

Results of the natural (NBO) charge analysis, in e, for atoms 1 through 8: number 1, C, carries 0.245; number 2, C, carries -0.676; number 3, N, carries -0.763; number 4, C, carries -0.443; number 5, C, carries -0.384; number 6, H, carries 0.185; number 7, H, carries 0.452; number 8, H, carries 0.351


Run two
C6H14N2 | ωB97M-V/def2-TZVPD

Atoms and positions in Å:
C -0.4080 -1.8147 -0.1773
C 0.1646 -0.4733 0.2469
C -0.0717 -0.1997 1.7251
C 1.9255 -0.2278 -0.0631
C 1.5027 1.1808 -0.4816
C 0.1454 0.5785 -0.8424
N -1.1015 1.4498 -0.4532
N -2.3918 0.9935 -0.8605
H -1.4684 -1.8945 0.0816
H 0.1137 -2.6320 0.3314
H -0.3143 -1.9881 -1.2530
H 0.3203 0.7728 2.0314
H 0.4160 -0.9639 2.3392
H -1.1381 -0.2379 1.9667
H 2.3471 -0.8497 -0.8547
H 2.5052 -0.3135 0.8547
H 2.0441 1.6133 -1.3259
H 1.4950 1.9020 0.3417
H 0.0837 0.2152 -1.8708
H -1.0904 2.0068 0.4017
H -2.7016 0.1957 -0.3039
H -2.3775 0.6866 -1.8339

The LUMO energy is 0.90 eV. Its SMILES is CC1(C)CC[C@@H]1NN. The spin multiplicity is 1. The value obtained for the HOMO-LUMO gap is 8.36 eV. The value obtained for the HOMO energy is -7.46 eV.

Results of the natural (NBO) charge analysis, in e, for atoms 1 through 8: number 1, C, carries -0.627; number 2, C, carries 0.027; number 3, C, carries -0.633; number 4, C, carries -0.408; number 5, C, carries -0.434; number 6, C, carries -0.060; number 7, N, carries -0.533; number 8, N, carries -0.656


Which one sits at the bottom of the stability order? run one does.


Run one
C6H14N2 | ωB97M-V/def2-TZVPD

Atoms and positions in Å:
H -1.1751 2.4787 -0.4209
N -0.3066 2.9737 -0.1932
C 0.3165 2.4866 0.7840
C -0.0166 1.2443 1.5689
N -1.3382 0.7003 1.3954
H 1.2715 2.9461 1.0319
H 0.6951 0.4335 1.2178
H 0.1486 1.4462 2.6337
H -1.3811 0.1903 0.5025
H -2.0396 1.4330 1.3935
C 1.9233 -1.7587 0.1998
C 0.9060 -1.0544 -0.6445
C -0.3458 -1.4813 -0.8118
C -1.2759 -0.9847 -1.8736
H 2.5885 -2.3597 -0.4287
H 1.4421 -2.4149 0.9228
H 2.5493 -1.0428 0.7243
H 1.3062 -0.3122 -1.3267
H -0.7092 -2.3168 -0.2247
H -1.4137 -1.7541 -2.6390
H -2.2633 -0.7678 -1.4619
H -0.8819 -0.0854 -2.3494

The LUMO energy is 1.05 eV. Its SMILES is [H]/N=C\CN.C/C=C/C. The spin multiplicity is 1. The value obtained for the HOMO-LUMO gap is 10.41 eV. The value obtained for the HOMO energy is -9.36 eV.

Results of the natural (NBO) charge analysis, in e, for atoms 1 through 8: number 1, H, carries 0.323; number 2, N, carries -0.620; number 3, C, carries 0.126; number 4, C, carries -0.307; number 5, N, carries -0.832; number 6, H, carries 0.160; number 7, H, carries 0.227; number 8, H, carries 0.201


Run two
C6H14N2 | ωB97M-V/def2-TZVPD

Atoms and positions in Å:
C -1.7488 -0.8308 -0.8945
C -0.7514 -0.1473 0.0320
C -1.4829 0.7769 0.9962
C 0.2274 -1.1453 0.6868
C 1.3271 -0.7313 -0.3047
N 2.6303 -0.5006 0.2612
C 0.4445 0.4739 -0.7644
N 0.9714 1.7552 -0.3605
H -2.4652 -1.4127 -0.3173
H -2.2961 -0.0916 -1.4771
H -1.2358 -1.4997 -1.5813
H -0.7958 1.2625 1.6872
H -2.1973 0.2043 1.5844
H -2.0276 1.5468 0.4511
H -0.0692 -2.1907 0.6596
H 0.4852 -0.8801 1.7109
H 1.4464 -1.4571 -1.1130
H 3.2538 -0.1287 -0.4469
H 2.5793 0.1840 1.0082
H 0.2755 0.5208 -1.8436
H 0.3345 2.4994 -0.6203
H 1.0946 1.7920 0.6459

The LUMO energy is 0.87 eV. Its SMILES is CC1(C)C[C@H](N)[C@@H]1N. The spin multiplicity is 1. The value obtained for the HOMO-LUMO gap is 9.72 eV. The value obtained for the HOMO energy is -8.85 eV.

Results of the natural (NBO) charge analysis, in e, for atoms 1 through 8: number 1, C, carries -0.597; number 2, C, carries -0.068; number 3, C, carries -0.604; number 4, C, carries -0.415; number 5, C, carries -0.050; number 6, N, carries -0.815; number 7, C, carries -0.056; number 8, N, carries -0.831


Which one sits at the bottom of the stability order? run one does.


Run one
C6H14N2 | ωB97M-V/def2-TZVPD

Atoms and positions in Å:
C -0.5738 -0.9365 1.9808
C -1.6777 -0.6109 0.2970
N 0.5342 -0.2149 2.2213
H 1.3411 -0.6950 1.8176
H 0.6527 0.8052 1.3670
H -0.4472 -2.0061 1.8025
H -1.4284 -0.6790 2.5993
H -1.9984 0.4236 0.3434
H -2.4284 -1.2518 0.7475
H -1.4889 -1.0179 -0.6882
C -0.4798 1.1919 -1.8752
C 0.4923 0.6640 -0.8696
C 1.0989 -0.6382 -1.1164
C 0.9603 1.4574 0.1845
N 2.0019 -1.1235 -0.3501
H 2.2673 -2.0671 -0.6249
H 0.7033 -1.1825 -1.9831
H -1.1127 0.4139 -2.3042
H -1.1274 1.9620 -1.4482
H 0.0750 1.6484 -2.7013
H 2.0248 1.3716 0.3889
H 0.6111 2.4853 0.2116

The LUMO energy (spin up / spin down) is -0.50 / -0.51 eV. The spin multiplicity is 1. The value obtained for the HOMO-LUMO gap (spin up / spin down) is 7.22 / 7.22 eV. The value obtained for the HOMO energy (spin up / spin down) is -7.73 / -7.73 eV.

Results of the natural (NBO) charge analysis, in e, for atoms 1 through 8: number 1, C, carries -0.124; number 2, C, carries -0.710; number 3, N, carries -0.757; number 4, H, carries 0.369; number 5, H, carries 0.348; number 6, H, carries 0.182; number 7, H, carries 0.173; number 8, H, carries 0.189


Run two
C6H14N2 | ωB97M-V/def2-TZVPD

Atoms and positions in Å:
H -2.8414 1.8785 1.5801
N -1.9327 1.4309 1.6464
C -1.0538 2.1177 1.0381
N 0.2330 1.6797 0.9209
C 1.3410 2.5594 0.6080
H -1.2244 3.0695 0.5271
H 0.3869 0.8163 1.4233
H 2.0081 2.0941 -0.1110
H 0.9322 3.4491 0.1322
H 1.8912 2.8534 1.4985
C -1.8113 -2.3192 -0.3093
C -0.5512 -1.5450 -0.5730
C 0.5795 -2.0933 -0.9762
C 1.8543 -1.3470 -1.2285
H -2.0895 -2.2358 0.7392
H -2.6375 -1.9292 -0.9028
H -1.6964 -3.3677 -0.5698
H -0.6179 -0.4710 -0.4218
H 0.6338 -3.1650 -1.1412
H 1.7676 -0.2991 -0.9467
H 2.1555 -1.3851 -2.2756
H 2.6731 -1.7915 -0.6579

The LUMO energy is 0.95 eV. Its SMILES is [H]/N=C/NC.C/C=C/C. The spin multiplicity is 1. The value obtained for the HOMO-LUMO gap is 9.86 eV. The value obtained for the HOMO energy is -8.90 eV.

Results of the natural (NBO) charge analysis, in e, for atoms 1 through 8: number 1, H, carries 0.341; number 2, N, carries -0.733; number 3, C, carries 0.285; number 4, N, carries -0.619; number 5, C, carries -0.401; number 6, H, carries 0.141; number 7, H, carries 0.400; number 8, H, carries 0.198


Which one sits at the bottom of the stability order? run one does.